Here is C3H7AlO as an isolated structure from the OMol25 dataset. Energies are from ωB97M-V with the def2-TZVPD basis set.

```
! wB97M-V def2-TZVPD RIJCOSX def2/J DEFGRID3
* xyz 3 2
C -0.55 -1.02 0.61
C 0.17 0.28 0.39
H 0.18 -1.82 0.78
H -1.27 -0.96 1.42
H 1.68 1.20 -0.92
Al -3.52 2.13 -0.46
H 2.19 -0.33 -0.31
H 0.59 0.64 1.33
O -0.77 1.17 -0.15
H 1.00 -0.31 -1.62
H -1.01 -1.17 -0.36
C 1.32 0.19 -0.71
*
```

As for the HOMO energy (alpha / beta): -25.7611 / -26.0612 eV. The LUMO energy (alpha / beta) comes out at -0.8006 / -0.6797 Ha. Its calculated total energy is -434.53586 Ha.